# 1
The following is a quantum chemistry calculation of C8H22IN2O3Si as an isolated structure at a distorted geometry, from the Open Molecules 2025 dataset.

Summary:
**Total charge**: +1
**Orbital gap**: 8.519 eV
**E_LUMO**: -3.45 eV
**Relative energy (zero: lowest compared OMol25 entry of this formula, charge and spin)**: 1.232 eV
**DFT total energy**: -33747.3166 eV

Positions of all 37 atoms, in Å:
C (1.95964, 0.78237, 0.41654)
Si (2.71447, 0.31050, -1.31036)
C (4.28377, -0.71965, -0.92859)
C (3.19081, 1.98959, -2.13008)
N (1.45221, -0.60857, -2.19697)
I (-0.04418, 0.58729, -2.94628)
C (2.00657, -1.52900, -3.19964)
O (2.49032, -1.20038, -4.29949)
O (1.97681, -2.91772, -2.85246)
H (1.10895, 0.05137, 0.61481)
H (2.77750, 0.75371, 1.22806)
H (1.50553, 1.82536, 0.29111)
H (4.65748, -1.29636, -1.84313)
H (5.10524, 0.00769, -0.62156)
H (4.14344, -1.47819, -0.08708)
H (3.14833, 1.86704, -3.27076)
H (2.42922, 2.75455, -1.75050)
H (4.26057, 2.27844, -1.80982)
H (1.45081, -2.95773, -2.01970)
C (-4.10307, -0.74336, 2.29612)
C (-2.94211, -1.09321, 1.37481)
C (-1.64368, -0.36220, 1.73511)
O (-1.71917, 0.99837, 1.31189)
C (-2.06740, 1.91765, 2.35056)
N (-3.31039, -0.67593, -0.01678)
H (-4.45218, 0.28231, 2.15000)
H (-4.95341, -1.40438, 2.10760)
H (-3.81607, -0.86164, 3.34204)
H (-2.79114, -2.17483, 1.36369)
H (-0.82469, -0.81161, 1.16358)
H (-1.38852, -0.46214, 2.79260)
H (-1.76601, 1.56763, 3.33945)
H (-3.14344, 2.09820, 2.33055)
H (-1.56462, 2.86462, 2.14617)
H (-4.27208, -0.90921, -0.27615)
H (-2.67440, -1.07814, -0.71369)
H (-3.18511, 0.34755, -0.08166)


# 2
The following is a quantum chemistry calculation of C39H29BrCl4F4Ge2IrO2P as an isolated structure at a distorted geometry, from the Open Molecules 2025 dataset.

Summary:
**Total charge**: +1
**Orbital gap (alpha / beta)**: 5.761 / 5.216 eV
**E_LUMO (alpha / beta)**: -2.46 / -5.95 eV
**2S+1**: 6
**DFT total energy**: -301156.2310 eV

Positions of all 83 atoms, in Å:
Ir (10.63269, 11.33079, 12.51240)
Cl (10.86758, 6.94804, 17.75342)
C (10.68831, 8.34445, 16.78974)
C (10.84846, 9.59480, 17.43936)
Cl (10.83503, 9.66061, 19.21399)
C (10.91587, 10.80776, 16.71170)
Cl (10.80406, 12.28978, 17.59530)
C (10.78855, 10.72906, 15.28214)
O (10.72452, 11.78098, 14.46069)
C (10.41745, 9.45664, 14.68535)
O (10.06430, 9.53566, 13.43386)
C (10.44626, 8.28149, 15.43084)
Cl (10.14109, 6.77908, 14.69314)
F (17.06416, 9.56424, 10.40568)
C (15.70881, 9.83461, 10.30300)
C (15.03882, 9.78252, 9.10118)
F (15.72934, 9.64489, 7.98100)
C (13.64931, 9.87365, 9.06919)
F (13.05041, 9.99949, 7.90142)
C (12.97253, 10.11938, 10.30710)
P (11.20255, 10.47730, 10.44216)
C (10.34594, 8.97462, 10.11106)
C (8.94621, 9.15604, 9.95072)
C (8.19679, 8.03491, 9.92398)
C (8.76245, 6.74010, 9.98342)
C (10.13598, 6.61447, 10.02174)
C (10.96944, 7.76458, 10.01456)
C (11.05438, 11.60981, 9.11648)
C (11.87817, 12.70997, 9.05742)
C (11.83664, 13.59480, 7.97379)
C (10.93131, 13.29974, 6.89637)
C (10.24784, 12.07562, 6.88912)
C (10.24499, 11.23110, 7.99612)
C (13.65395, 10.06354, 11.50905)
Br (12.86176, 10.15238, 13.26527)
C (15.07110, 9.98455, 11.54907)
F (15.68467, 10.10753, 12.71911)
H (8.43767, 10.11052, 9.87682)
H (7.11535, 8.14867, 9.98877)
H (8.21370, 5.85630, 10.17450)
H (10.61313, 5.66491, 10.21995)
H (12.08305, 7.76096, 10.01612)
H (12.54586, 12.85840, 9.88870)
H (12.40708, 14.48824, 7.96848)
H (10.82782, 14.02995, 6.03522)
H (9.87687, 11.69755, 5.94152)
H (9.72474, 10.24511, 7.91536)
C (9.86398, 16.71589, 12.29861)
Ge (10.27384, 15.05590, 13.36303)
C (12.09126, 14.57768, 13.02262)
C (9.71226, 15.34531, 15.27728)
Ge (9.07437, 13.13055, 12.15410)
C (8.48016, 13.94205, 10.47333)
C (9.19991, 14.81840, 9.62042)
C (8.55638, 15.64916, 8.71914)
C (7.17778, 15.38021, 8.40456)
C (6.52271, 14.40638, 9.09728)
C (7.19236, 13.60339, 10.02071)
C (7.34052, 12.71396, 13.08310)
C (6.55847, 13.74708, 13.67856)
C (5.35721, 13.42443, 14.19882)
C (4.94220, 12.06654, 14.41840)
C (5.61194, 11.07155, 13.77002)
C (6.87909, 11.35204, 13.17817)
H (10.00741, 16.57864, 11.20547)
H (10.33156, 17.51445, 12.82595)
H (8.81924, 16.90216, 12.46748)
H (12.51324, 14.01464, 13.84681)
H (12.67043, 15.50535, 12.69640)
H (12.35056, 13.95687, 12.16325)
H (9.31343, 16.33862, 15.59123)
H (10.62679, 15.08913, 15.83150)
H (8.92311, 14.58409, 15.49056)
H (10.23214, 15.01987, 9.77396)
H (9.04260, 16.45534, 8.23300)
H (6.63452, 16.03095, 7.74632)
H (5.50440, 14.09258, 8.99205)
H (6.79737, 12.69854, 10.42831)
H (6.92048, 14.79678, 13.82567)
H (4.72410, 14.18530, 14.57670)
H (4.02464, 11.92936, 15.03910)
H (5.25211, 10.05055, 13.82578)
H (7.48450, 10.52982, 12.76163)


# 3
The following is a quantum chemistry calculation of a 2-piece molecular cluster, C9H14 overall at a distorted geometry, from the Open Molecules 2025 dataset.

Summary:
**SMILES string**: Cc1ccccc1.CC
**Orbital gap**: 9.927 eV
**E_LUMO**: 1.05 eV
**Relative energy (zero: lowest compared OMol25 entry of this formula, charge and spin)**: 1.018 eV
**DFT total energy**: -9559.1635 eV

Positions of all 23 atoms, in Å:
C (-1.96499, 1.33261, 2.01731)
C (-1.74569, 0.94850, 0.56784)
C (-2.88635, 0.93414, -0.25697)
C (-2.76187, 0.31976, -1.49677)
C (-1.53587, -0.04910, -2.05177)
C (-0.42271, -0.03994, -1.20875)
C (-0.55689, 0.44067, 0.08761)
H (-1.78308, 2.43514, 2.15652)
H (-1.30316, 0.92008, 2.76611)
H (-2.99815, 1.17825, 2.23056)
H (-3.76540, 1.54224, -0.09939)
H (-3.67823, 0.17143, -2.06887)
H (-1.54569, -0.34008, -3.09902)
H (0.51646, -0.45575, -1.56637)
H (0.35086, 0.31206, 0.70121)
C (2.91245, -0.50126, 0.42417)
C (3.54073, -1.82485, -0.11617)
H (3.54235, -0.11742, 1.20499)
H (2.72611, 0.10324, -0.43817)
H (1.95922, -0.78077, 0.93006)
H (3.77015, -1.79824, -1.20212)
H (4.53798, -1.98660, 0.29056)
H (3.09176, -2.74411, 0.22745)


# 4
The following is a quantum chemistry calculation of a 6-piece molecular cluster, CH14O6 overall at a distorted geometry, from the Open Molecules 2025 dataset.

Summary:
**SMILES string**: CO.O.O.O.O.O
**Orbital gap**: 11.322 eV
**E_LUMO**: 0.60 eV
**Relative energy (zero: lowest compared OMol25 entry of this formula, charge and spin)**: 0.363 eV
**DFT total energy**: -13549.2981 eV

Positions of all 21 atoms, in Å:
C (0.92421, 1.38951, -1.10709)
O (-0.17266, 0.82599, -1.83553)
H (1.21966, 0.76349, -0.27013)
H (1.75198, 1.49831, -1.80702)
H (0.53023, 2.29304, -0.66412)
H (-0.11201, -0.12449, -1.71482)
O (2.02026, -2.37083, 0.93520)
H (2.72305, -1.73555, 0.76665)
H (1.43645, -1.93523, 1.54794)
O (0.25763, -0.93786, 2.54884)
H (-0.24047, -0.29023, 2.04130)
H (-0.43915, -1.50951, 2.87151)
O (-1.78627, 0.94667, 2.17650)
H (-1.80204, 1.80210, 2.62567)
H (-1.99659, 1.18010, 1.27237)
O (1.20862, -1.56862, -2.20907)
H (1.74342, -1.75163, -1.44881)
H (1.05271, -2.36198, -2.68939)
O (-2.40019, 1.78112, -0.68898)
H (-3.01254, 2.20744, -1.33721)
H (-1.71359, 1.43131, -1.33575)